Run 1
The following is a quantum chemistry calculation of a cluster of 8 separate species, H16O8 in total, from the OMol25 dataset.

SMILES: O.O.O.O.O.O.O.O
Total charge: 0

Positions of all 24 atoms, in Å:
O (-0.574, -0.031, 0.152)
H (-0.189, -0.547, -0.570)
H (0.275, 0.177, 0.723)
O (-2.489, -2.447, -0.371)
H (-1.838, -1.972, -0.776)
H (-2.187, -2.652, 0.533)
O (-0.691, 3.786, -1.945)
H (-1.034, 2.932, -2.313)
H (-1.133, 4.457, -2.368)
O (2.825, 1.379, -1.706)
H (2.668, 0.743, -2.326)
H (3.563, 1.048, -1.155)
O (-0.444, 1.848, 3.085)
H (-0.971, 2.489, 2.683)
H (-0.744, 0.993, 2.696)
O (0.578, -3.343, -1.435)
H (0.489, -3.280, -2.439)
H (-0.194, -3.879, -1.217)
O (-3.587, -0.048, 0.681)
H (-3.843, 0.367, 1.555)
H (-4.286, -0.472, 0.290)
O (4.444, -1.045, 1.791)
H (4.284, -1.077, 0.792)
H (4.634, -0.106, 1.870)

Run 2
The following is a quantum chemistry calculation of a structure of composition H16O8, from the OMol25 dataset.

Total charge: 0

Positions of all 24 atoms, in Å:
H (-0.326, -0.581, -0.527)
H (0.879, 0.516, -0.434)
H (3.205, 4.397, 0.165)
H (3.264, 2.968, -0.467)
H (-0.475, -2.207, 2.274)
H (-1.180, -0.830, 2.527)
H (-3.384, -3.679, -0.714)
H (-2.014, -3.032, -0.614)
H (-1.624, 2.731, 1.147)
H (-2.176, 3.684, 0.103)
H (1.630, -2.213, -0.809)
H (1.764, -1.930, -2.423)
H (-3.871, 1.925, -0.645)
H (-4.890, 0.890, -1.314)
H (4.451, -0.736, 0.735)
H (4.866, -2.159, 0.361)
O (0.681, -0.398, -0.545)
O (3.754, 3.680, -0.187)
O (-1.198, -1.816, 2.770)
O (-2.905, -2.793, -0.764)
O (-2.492, 3.071, 0.738)
O (1.495, -1.554, -1.505)
O (-4.654, 1.442, -0.508)
O (5.198, -1.374, 0.636)

Q: Which of them is the most stable? A: run 1.